Below is an isolated molecule of C5H9NO2 in a non-equilibrium geometry, with properties calculated with the ωB97M-V functional and the def2-TZVPD basis.

Geometry (Å):
C1 -2.09590 -0.69199 -0.08266
C2 -0.74610 -1.05282 -0.12881
O1 -0.25342 -2.16326 -0.15929
N1 0.14671 0.02778 -0.23438
C3 -0.25041 1.41585 -0.30916
C4 1.57267 -0.28293 -0.41411
C5 2.03604 -0.03213 1.06006
O2 2.92687 0.79167 1.16972
H1 -2.79440 -1.43247 0.26552
H2 -2.28501 0.08086 0.70364
H3 -2.64704 -0.32166 -1.02437
H4 0.62976 2.06733 -0.14144
H5 -0.80783 1.79812 0.47236
H6 -0.71671 1.63616 -1.29903
H7 1.51366 -1.47005 -0.64744
H8 2.08419 0.21858 -1.19100
H9 1.68690 -0.58903 1.96038

Force components x, y, z for each atom (eV/Å):
-5.65 2.08 0.49
4.67 0.59 -1.28
-0.95 -0.94 0.35
-0.64 -0.07 -0.43
1.64 0.36 -2.01
-2.41 -4.45 2.83
2.93 0.65 -2.30
-0.73 -0.24 0.98
0.30 -1.07 0.01
0.41 -0.12 -0.80
1.55 -0.30 1.06
0.03 -0.55 -0.77
-1.98 0.05 1.63
0.28 0.16 0.76
0.59 2.76 0.57
0.47 1.00 -0.35
-0.51 0.10 -0.74

total energy = -401.09695 a.u.
HOMO = -9.11 eV
SMILES string = CC(=O)N(C)CC=O
Kohn-Sham gap = 9.82 eV
ΔE to the lowest compared entry with this formula, charge and spin = 2.1716 eV